# 1
Molecular formula: C44H37As2GdN4S8
Method: DFT, the ωB97M-V functional and the def2-TZVPD basis

Last column: Mulliken spin population.
Geometry (Å):
C 0.261152 5.851871 0.212836  0.00
H -0.432983 -0.489492 -5.143371  0.00
S -1.477629 -3.049861 1.375077  -0.21
N 2.306073 -2.936317 2.145124  -0.01
H 2.942595 -1.912227 -7.328410  0.00
C 4.679969 -1.560939 -0.726580  0.00
H 0.580661 6.291192 1.161797  0.00
N -0.807961 -1.214568 4.159475  -0.03
S 3.996518 -2.942539 0.247920  0.00
H -1.986802 -0.439647 -3.365917  0.00
C 2.050985 -2.480573 -4.097939  0.00
C -0.854213 -3.019389 5.717787  0.00
C -0.408106 5.987245 -2.074858  0.00
C -5.710508 -3.050967 1.730749  0.00
C 1.188204 -1.145878 -6.348985  0.00
H -1.108054 4.945529 5.794860  0.00
H -3.037133 5.670222 4.443059  0.00
C 2.462603 1.328868 -2.919608  0.00
C -1.356189 4.464586 4.870456  0.00
C 0.931794 1.612522 3.846186  0.00
C 2.794588 -2.590480 -5.281600  0.00
H 3.728292 -3.085895 -5.300467  0.00
H 5.039549 2.725329 -0.440971  0.00
C 0.343774 4.479311 0.100798  0.00
C 0.056045 3.796793 -1.097421  0.00
C -3.719351 -1.413826 1.408930  -0.01
S -2.892101 0.068805 1.102018  -0.12
H -2.533672 -6.574299 -1.528001  0.00
C 4.731802 1.954104 -2.400167  0.00
N 1.256394 -2.364281 2.870050  -0.05
H -0.609608 4.127530 -3.112478  0.00
C 3.811698 1.425568 -3.297895  0.00
H 5.767389 2.042749 -2.700712  0.00
H 1.506414 -3.685661 4.437886  0.00
H -1.759861 2.034226 -2.644949  0.00
C -2.103344 -5.590366 -1.657123  0.00
C -1.993107 -0.836043 4.604568  0.00
C -3.149206 -2.636724 1.520793  -0.02
H -0.395276 -3.907408 6.123082  0.00
S -5.489391 -1.359943 1.548394  0.00
C -2.686637 -1.487971 5.625613  0.00
As 0.165012 1.793241 -1.079323  -0.01
C -0.240179 -2.322620 4.665145  0.00
H -3.547009 4.544619 2.266685  0.00
C -2.435778 4.850459 4.102066  0.00
S -7.183327 -3.826204 1.784687  -0.01
S -4.250453 -3.953985 1.846302  0.00
C -2.062109 -2.540081 6.225433  0.00
H 5.322973 -0.974773 -0.086521  0.00
C 2.017901 1.772038 -1.680031  -0.01
H -0.678121 6.565459 -2.942686  0.00
H -2.488998 -3.146398 7.012918  0.00
C -0.838741 2.737044 3.204384  0.01
H -3.649798 -1.133890 5.925590  0.00
C -0.554905 3.441412 4.381809  0.00
C -2.707685 4.194985 2.886506  0.00
N 0.022014 1.672230 2.933735  -0.06
H 0.898342 -0.558606 -7.215332  0.00
H -0.328992 1.462479 -3.513897  0.00
H 0.696586 3.927146 0.961012  0.00
C -0.913283 1.311880 -2.623122  0.00
C -0.342213 4.593363 -2.172404  0.00
C -1.381945 -0.131633 -2.496810  0.00
H -2.201111 2.597687 1.528609  0.00
C 0.945476 -2.856722 4.016203  0.02
H -3.958467 -4.525160 -1.757815  0.00
C -0.115363 -4.295573 -1.950297  0.00
C -0.095829 6.631744 -0.877544  0.00
C -1.940137 3.141240 2.442062  0.00
Gd -0.189390 -0.657980 1.687015  7.55
H -0.121082 7.711340 -0.827939  0.00
C -2.876107 -4.440615 -1.766083  0.00
H 2.671061 2.588767 0.190441  0.00
H 2.525118 -2.827239 -3.179444  0.00
H 1.744794 0.910833 3.824163  0.00
C 0.433150 -1.121820 -5.169493  0.00
H 4.148899 1.063368 -4.232444  0.00
H 1.777692 0.861092 -3.645555  0.00
H 0.970692 -4.260069 -2.038093  0.00
C -0.734272 -5.496775 -1.660569  0.00
C 4.304581 2.335697 -1.136616  0.00
S 2.568584 -0.431164 1.142616  -0.04
C 2.830402 -2.130318 1.305487  0.00
As 0.104924 -1.413037 -2.212266  0.00
C 0.886181 -1.735949 -4.018245  0.00
S 0.859185 2.764747 5.129964  0.00
C -0.874418 -3.133438 -2.034633  -0.01
C 2.361829 -1.899184 -6.403314  0.00
H -2.852458 -2.297002 -1.932390  0.00
H 3.933655 -0.903018 -1.159906  0.00
H -2.374896 0.032960 4.112238  -0.01
H -2.008009 -0.237271 -1.579997  0.00
C -2.250337 -3.208061 -1.940804  0.00
H 5.243588 -1.973949 -1.563123  0.00
H -0.132666 -6.373745 -1.453889  0.00
C 2.970088 2.269329 -0.804485  0.00

Forces on atoms 1 to 6 (eV/Å):
0.5 0.3 0.3
-0.5 0.1 0.0
0.3 0.0 -0.1
-1.2 -0.7 1.5
-0.1 0.0 0.3
-0.1 -0.2 0.0

The spin multiplicity is 8. For the total energy, the calculation gives -281384.268 eV. The value obtained for the energy above the lowest of the compared OMol25 structures with the same formula, charge and spin is 0.0 kcal per mole.

# 2
Molecular formula: C44H37ClN5O2P2STa
Method: DFT, the ωB97M-V functional and the def2-TZVPD basis

Last column: Mulliken charge in e.
Geometry (Å):
H 1.772344 -6.034189 -3.677066  0.45
C -2.756643 3.754531 2.790061  -0.44
H 5.103757 1.787645 -1.804383  0.58
C -2.145826 -2.278490 0.007024  0.19
H -0.584063 1.024152 4.445516  0.54
H 0.844002 3.345949 -3.795619  0.62
C 0.785316 2.992729 -2.777849  -1.31
H -0.893787 -3.275807 3.937861  0.22
H -4.166425 1.800803 -2.922350  0.53
P -0.014359 -0.799030 -2.435398  1.56
C 3.351698 0.949036 -0.918945  -0.16
H -4.703842 -2.778515 0.584942  0.54
C 4.622040 0.879178 -1.471824  -1.02
C -3.112711 -1.326272 0.437784  0.96
N 0.957311 -3.175187 1.356099  -1.91
O -0.941244 -2.039190 -0.180360  -0.88
N -0.403473 -3.609551 3.126542  -0.39
C -3.125702 3.216586 4.015007  -0.60
C -2.168390 -1.267995 -4.141011  -0.85
N 1.477353 -2.166787 0.595409  0.98
Ta 0.274572 -0.219138 0.150787  1.76
C 3.956400 0.565152 4.001044  -0.93
C 0.101491 -4.831998 -3.069922  -0.95
H -4.007248 3.583449 4.524260  0.45
C -3.386368 -0.955856 -4.724845  -0.80
C -1.677734 -0.493901 -3.087536  0.86
C -4.115899 0.135855 -4.274961  -0.79
H 2.504350 -1.834760 -3.425770  0.42
H -1.390290 -3.406297 -2.515776  0.60
C 0.745374 1.684412 -2.388114  0.55
H 2.254160 3.275308 0.953801  0.65
C 0.769670 2.908051 -0.537780  -0.35
H 0.909287 4.848611 -1.525327  0.59
C 1.954670 1.615466 3.173240  0.71
C -4.434303 -1.732811 0.675045  -1.30
N 0.667902 1.594494 -0.991660  0.87
H 2.852811 1.904140 -0.849902  0.05
C -0.832633 2.300119 2.727135  0.67
C -2.351252 2.220847 4.595760  -0.94
C 3.065103 2.509316 5.108798  -0.81
S -0.158908 -1.029282 2.526403  -0.32
C -1.204921 1.767749 3.961610  -0.75
H -5.779738 1.275619 1.371068  0.48
H 3.083418 -3.379233 0.230117  0.55
H 0.751790 4.115461 1.267903  0.74
H -0.081347 -4.564768 3.121621  0.28
C 0.982244 0.472254 -3.236687  -1.33
C 4.027529 1.512846 5.013962  -0.63
H -5.066114 0.377846 -4.732460  0.45
H -3.347474 4.541974 2.339561  0.49
H -3.462672 2.004323 0.903521  0.64
C -2.399222 0.624040 -2.661395  -0.30
H 4.702011 -0.216284 3.935125  0.47
H -2.626920 1.811515 5.558820  0.48
C 2.618653 -2.410371 0.083225  -1.21
C 4.567235 -1.469888 -1.112826  -0.80
C -0.355111 -3.553352 -2.796689  -0.80
O -1.509256 0.419056 0.254986  1.59
H 6.221275 -0.444814 -2.032112  0.48
H 4.832993 1.470484 5.735249  0.42
C -1.620496 3.292096 2.141412  -1.08
H 3.300663 -4.105106 -3.903369  0.49
H -1.999070 1.276066 -1.900266  0.42
P 0.692920 1.767931 1.895196  1.61
Cl -7.000218 -1.279479 1.344222  -0.17
C -3.731397 0.959218 0.850232  -0.70
C 3.316781 -1.308723 -0.552854  0.95
C -5.022137 0.548377 1.108471  -0.96
C -5.379077 -0.801799 1.024856  0.04
N 2.688956 -0.120158 -0.466880  0.78
H -1.357190 3.711805 1.177789  0.30
H 3.120312 3.243582 5.901188  0.45
C 0.172809 -2.732678 2.290200  0.53
C -3.615190 0.929908 -3.253111  -0.96
H 1.277120 3.342045 4.269458  0.52
C 0.807653 3.776536 -1.594396  -1.40
H 2.849261 -0.137248 2.305288  0.18
C -2.756626 0.025522 0.528176  -0.21
C 2.279250 -3.953200 -3.578900  -0.75
H -2.476790 -3.302484 -0.195389  0.36
C 1.420563 -5.034997 -3.457141  -0.72
H 0.686946 0.626464 -4.273075  0.59
H 2.040061 0.195913 -3.212207  0.61
H 5.007605 -2.457548 -1.158356  0.61
C 1.166114 3.188822 0.874218  -1.28
C 1.824893 -2.669553 -3.307782  -0.84
H -0.575177 -5.672440 -2.989792  0.45
C 5.238083 -0.352933 -1.590497  -0.80
C 2.920304 0.614857 3.081892  -0.05
H -3.759757 -1.562072 -5.539304  0.48
C 2.028853 2.565809 4.189654  -0.70
H -1.601824 -2.110117 -4.516462  0.49
C 0.502949 -2.459676 -2.913180  0.94

Forces on atoms 1 to 6 (eV/Å):
0.0 0.0 0.0
0.0 0.0 0.0
0.0 0.0 0.0
0.1 0.0 0.0
0.0 0.0 0.0
0.0 0.0 0.0

Its total charge is +2. The spin multiplicity is 1. For the total energy, the calculation gives -101252.346 eV. The value obtained for the energy above the lowest of the compared OMol25 structures with the same formula, charge and spin is 1.6 kcal per mole.

# 3
Molecular formula: C44H37FO2SSbSiTi
Method: DFT, the ωB97M-V functional and the def2-TZVPD basis

Last column: Mulliken spin population.
Geometry (Å):
H 2.556002 5.791266 -0.590719  0.00
C -3.481158 -2.782058 4.728793  0.00
C -2.206640 -2.290260 4.657441  0.01
H 1.090762 -7.444259 0.616079  0.00
H -5.057261 1.809159 -3.855630  0.00
C 6.151779 -0.127233 -4.224511  0.00
C 1.631678 -5.497421 1.353871  0.00
C 0.411956 -0.992585 4.668114  0.00
C -1.603581 -1.960708 3.425140  0.05
H 4.269713 -1.012160 -4.714917  0.00
C 0.120548 2.824884 0.007420  0.19
H 0.281755 5.836128 -1.568947  0.00
C -0.066480 -5.875069 -0.293657  0.00
C 1.874181 4.966903 -0.419393  0.01
C 0.177066 0.923808 -5.142921  0.00
C -2.340646 -2.131331 2.218377  -0.01
H 1.278878 3.548288 -3.309195  0.00
H -5.220761 -3.341438 3.578851  0.00
C -1.821166 1.563092 2.027755  0.15
C -0.267615 3.928995 -0.757018  0.04
H -4.450561 0.432811 3.871392  0.00
C -0.289214 -1.376291 3.393577  -0.01
H 7.147271 0.744542 -1.111605  0.00
H -1.642104 -2.151347 5.569965  0.00
C -3.665355 -2.635433 2.323003  0.01
H 7.947752 0.766352 -3.453788  0.00
H 2.397753 -5.876584 2.022593  0.00
Ti -0.065555 -1.500862 0.343964  1.09
C -1.155419 2.258198 3.043424  0.03
H 0.575915 -1.136784 -4.705183  0.00
H -0.214626 -0.335468 5.269101  0.00
H 3.278722 3.837407 0.748847  0.00
H -3.963222 2.426589 0.228122  0.00
C 6.517339 0.356343 -1.903952  0.00
C -4.643013 2.171288 -1.781636  -0.01
H 1.752396 1.942915 1.091876  0.01
C 1.408960 2.812678 0.546218  -0.04
C -4.327143 1.730063 -3.058935  0.02
H -0.638318 -6.552910 -0.919197  0.00
C -3.073945 1.189341 -3.312923  0.00
H -5.617136 2.600234 -1.578553  0.00
C 1.546227 0.163178 -3.298205  0.01
H 2.329054 1.715472 -2.039957  0.00
H -1.068697 -4.137595 -1.028536  0.00
C 1.388980 -4.129410 1.276032  0.02
H -4.216394 -2.761778 1.400064  0.00
C -4.210232 -2.951415 3.535340  0.01
H -0.099343 3.046585 -5.307373  0.00
C -2.139984 1.082589 -2.293217  -0.02
C -3.707287 2.066163 -0.761596  0.04
O 0.328832 -1.171867 2.338509  0.03
H -1.173791 0.638017 -2.497489  0.03
F -0.446162 -1.395509 -1.478755  0.01
C -2.863900 1.665867 4.631794  0.04
C -3.535445 0.964187 3.640197  -0.03
H 1.992581 -3.459535 1.882967  0.01
H 0.640627 -1.883094 5.256916  0.00
H -2.819650 0.843970 -4.306854  0.00
H 4.903723 -0.143841 -0.574640  0.00
C 1.140158 2.522998 -3.631718  0.00
S 2.274660 -0.642252 0.004846  0.03
H -3.262967 1.701134 5.638517  0.00
C -2.444129 1.516639 -0.999200  0.20
H -3.535139 0.336642 1.598618  0.00
H 1.339413 -0.487981 4.409424  0.00
C 6.967836 0.369601 -3.216228  0.00
C 4.897580 -0.633984 -3.912795  0.00
C 4.429200 -0.648895 -2.599440  0.00
C 5.257371 -0.148180 -1.599888  0.00
C 0.413385 -3.590357 0.429919  -0.03
H -0.432139 0.697119 -6.010755  0.00
H -3.922336 -3.039620 5.682183  0.00
C -1.672113 2.313281 4.329825  -0.02
H -1.253219 3.950693 -1.209647  0.00
C 0.902451 -6.377665 0.565660  0.00
C 0.599196 4.992365 -0.967817  0.00
Sb 2.452357 -1.466776 -2.211579  0.02
Si -1.104514 1.436716 0.302199  0.06
C 1.732804 1.489674 -2.918584  -0.01
H -1.142769 2.863128 5.099412  0.00
H -0.227604 2.773935 2.820074  0.01
C -0.303944 -4.506000 -0.350039  0.00
C -3.016021 0.912142 2.355210  0.07
C 0.365176 2.241341 -4.750544  0.00
C 0.754628 -0.107797 -4.410445  -0.01
H 6.492083 -0.117451 -5.253598  0.00
O -1.887604 -1.818370 1.062777  -0.02
C 2.277516 3.874867 0.337130  -0.01

Forces on atoms 1 to 6 (eV/Å):
0.0 0.0 0.0
0.0 0.0 0.0
0.0 0.0 0.0
0.0 0.0 0.0
0.0 0.0 0.0
0.0 0.0 0.0

Its total charge is -1. The spin multiplicity is 3. For the total energy, the calculation gives -101412.179 eV.